Formula: C4H11N2S
Source: the Open Molecules 2025 dataset
Level of theory: wB97M-V/def2-TZVPD

Bonds (Å) are listed after each position.
Geometry (Å):
1 C 1.0474 0.4126 1.9499  N5 1.540, N6 1.534, H8 1.014, H9 1.139
2 C -0.2705 -0.1663 0.2191  C4 1.457, N5 1.476, N6 1.626, S7 1.820
3 C -0.6987 0.1763 -2.2922  C4 1.562, H10 1.110, H11 1.129, H12 1.088
4 C 0.1303 -0.4854 -1.1449  C2 1.457, C3 1.562, H13 1.115, H14 1.113
5 N 0.3336 1.0700 0.7542  C1 1.540, C2 1.476, H15 1.035
6 N 0.4647 -0.9184 1.4591  C1 1.534, C2 1.626, H16 1.123, H17 0.982
7 S -2.0354 -0.4560 0.5585  C2 1.820, H18 1.359
8 H 2.0236 0.5948 1.7435  C1 1.014
9 H 0.7370 0.8306 2.9631  C1 1.139
10 H -1.3463 0.9447 -1.8208  C3 1.110
11 H -1.3702 -0.6586 -2.6482  C3 1.129
12 H -0.0434 0.4635 -3.1115  C3 1.088
13 H 1.1545 -0.1423 -1.4198  C4 1.115
14 H 0.0179 -1.5869 -1.2621  C4 1.113
15 H -0.1376 1.9245 1.0994  N5 1.035
16 H 1.2525 -1.6582 1.1531  N6 1.123
17 H -0.1151 -1.3665 2.1130  N6 0.982
18 H -2.5621 0.3801 -0.3747  S7 1.359

energy relative to the best compared isomer or geometry (same formula, charge and spin): 62.3 kcal per mole
E_LUMO: -3.545 eV
total charge: +1
SMILES string: CC[C@]1(S)NC[NH2+]1
Kohn-Sham gap: 10.1 eV

=====

Formula: C2H8NPS
Source: the Open Molecules 2025 dataset
Level of theory: wB97M-V/def2-TZVPD

Bonds (Å) are listed after each position.
Geometry (Å):
1 C -1.5708 -0.6560 1.2101  P4 2.200, H6 1.099, H7 1.095
2 C 0.0345 1.6427 -0.1689  P4 1.823, H8 1.086, H9 1.088, H10 1.088
3 N 0.0048 -0.7291 -1.4524  P4 1.692, H11 1.015, H12 1.015
4 P 0.2662 -0.1433 0.1132  C1 2.200, C2 1.823, N3 1.692, S5 2.138
5 S 2.4033 -0.1965 0.1634  P4 2.138, H13 1.331
6 H -1.4920 -1.7458 1.3283  C1 1.099
7 H -1.4128 -0.2187 2.2018  C1 1.095
8 H -1.0225 1.8002 -0.3625  C2 1.086
9 H 0.3228 2.1961 0.7226  C2 1.088
10 H 0.6324 1.9598 -1.0205  C2 1.088
11 H 0.3847 -1.6606 -1.5905  N3 1.015
12 H -0.9980 -0.7566 -1.6072  N3 1.015
13 H 2.4474 -1.4922 0.4627  S5 1.331

energy relative to the best compared isomer or geometry (same formula, charge and spin): 42.0 kcal per mole
E_LUMO: 0.179 eV
SMILES string: C=[P@](C)(N)S
Kohn-Sham gap: 8.1 eV

=====

Formula: C32H27ClN3O
Source: the Open Molecules 2025 dataset
Level of theory: wB97M-V/def2-TZVPD

Bonds (Å) are listed after each position.
Geometry (Å):
1 Cl 4.9284 0.5872 -1.7551  C2 1.722
2 C 3.8687 -0.7683 -1.8241  Cl1 1.722, C3 1.394, C16 1.379
3 C 4.3509 -2.0438 -2.1136  C2 1.394, C4 1.400, H17 1.085
4 C 3.4577 -3.1171 -2.0192  C3 1.400, C5 1.386, H18 1.090
5 C 2.1466 -2.9119 -1.6178  C4 1.386, N6 1.376, H19 1.095
6 N 1.6851 -1.6386 -1.3731  C5 1.376, C7 1.420, C16 1.378
7 C 0.4157 -1.4047 -0.7803  N6 1.420, C8 1.449, H20 1.086
8 C -0.4079 -0.5019 -1.5598  C7 1.449, C9 1.507, O15 1.258
9 C -1.8850 -0.7494 -1.7232  C8 1.507, C10 1.406, C14 1.398
10 C -2.6895 0.4020 -1.7864  C9 1.406, C11 1.394, H21 1.096
11 C -4.0694 0.2947 -1.9495  C10 1.394, C12 1.403, H22 1.098
12 C -4.6530 -0.9663 -2.1434  C11 1.403, C13 1.399, H23 1.090
13 C -3.8508 -2.1125 -2.1167  C12 1.399, C14 1.399, H24 1.092
14 C -2.4686 -2.0020 -1.9335  C9 1.398, C13 1.399, H25 1.092
15 O 0.0656 0.5288 -2.1033  C8 1.258
16 C 2.5247 -0.5676 -1.5920  C2 1.379, N6 1.378, H26 1.075
17 H 5.3801 -2.1445 -2.4430  C3 1.085
18 H 3.7823 -4.1351 -2.2340  C4 1.090
19 H 1.4385 -3.7279 -1.4376  C5 1.095
20 H -0.0070 -2.3197 -0.3754  C7 1.086
21 H -2.2225 1.3819 -1.6340  C10 1.096
22 H -4.6867 1.2023 -1.9540  C11 1.098
23 H -5.7204 -1.0467 -2.3493  C12 1.090
24 H -4.2966 -3.1021 -2.2378  C13 1.092
25 H -1.8255 -2.8823 -1.8759  C14 1.092
26 H 2.1081 0.4047 -1.3998  C16 1.075
27 C 5.2392 1.4061 1.5192  N28 1.452, H48 1.084, H49 1.090, H50 1.090
28 N 3.7954 1.3371 1.3860  C27 1.452, C29 1.364, C43 1.396
29 C 3.0270 0.2592 1.7155  N28 1.364, C30 1.411, H51 1.089
30 C 1.7057 0.4817 1.2736  C29 1.411, C31 1.440, C42 1.460
31 C 0.6373 -0.4782 1.1737  C30 1.440, C32 1.419, H52 1.094
32 C -0.6611 -0.1197 1.6201  C31 1.419, C33 1.416, C37 1.453
33 C -1.1664 1.1211 2.0772  C32 1.416, N34 1.365, H53 1.091
34 N -2.5295 1.0679 2.1197  C33 1.365, C35 1.454, C36 1.403
35 C -3.4030 2.1877 2.4326  N34 1.454, H54 1.089, H55 1.096, H56 1.095
36 C -2.9588 -0.2347 1.8236  N34 1.403, C37 1.416, C41 1.385
37 C -1.8025 -1.0189 1.5949  C32 1.453, C36 1.416, C38 1.380
38 C -1.9255 -2.3681 1.3314  C37 1.380, C39 1.392, H57 1.083
39 C -3.2036 -2.9144 1.2646  C38 1.392, C40 1.407, H58 1.087
40 C -4.3500 -2.1179 1.4371  C39 1.407, C41 1.400, H59 1.092
41 C -4.2392 -0.7480 1.7049  C36 1.385, C40 1.400, H60 1.089
42 C 1.6694 1.8497 0.7647  C30 1.460, C43 1.422, C47 1.389
43 C 3.0048 2.3353 0.8131  N28 1.396, C42 1.422, C44 1.386
44 C 3.4182 3.4676 0.1288  C43 1.386, C45 1.396, H61 1.079
45 C 2.4565 4.1547 -0.6145  C44 1.396, C46 1.400, H62 1.089
46 C 1.1161 3.7522 -0.5789  C45 1.400, C47 1.400, H63 1.089
47 C 0.7152 2.5735 0.0623  C42 1.389, C46 1.400, H64 1.090
48 H 5.5872 2.3237 1.0581  C27 1.084
49 H 5.5238 1.4169 2.5712  C27 1.090
50 H 5.7192 0.5589 1.0298  C27 1.090
51 H 3.4457 -0.6439 2.1560  C29 1.089
52 H 0.9043 -1.5357 1.2566  C31 1.094
53 H -0.6304 2.0405 2.3189  C33 1.091
54 H -4.4368 1.8560 2.3429  C35 1.089
55 H -3.2216 2.5358 3.4555  C35 1.096
56 H -3.2332 3.0184 1.7398  C35 1.095
57 H -1.0436 -2.9753 1.1695  C38 1.083
58 H -3.3290 -3.9727 1.0518  C39 1.087
59 H -5.3404 -2.5729 1.3759  C40 1.092
60 H -5.0988 -0.0943 1.8448  C41 1.089
61 H 4.4437 3.7954 0.2033  C44 1.079
62 H 2.7511 5.0216 -1.2043  C45 1.089
63 H 0.3580 4.3545 -1.0780  C46 1.089
64 H -0.3138 2.2203 -0.0097  C47 1.090

E_LUMO: -3.887 eV
total charge: +1
Kohn-Sham gap: 6.3 eV

=====

Formula: C4H13N
Source: the Open Molecules 2025 dataset
Level of theory: wB97M-V/def2-TZVPD

Bonds (Å) are listed after each position.
Geometry (Å):
1 C 3.8515 -1.1797 2.2547  C2 1.543, H3 1.089, H4 1.085, H5 1.089
2 C 3.6979 -1.5683 0.7693  C1 1.543, H6 1.084, H7 1.092, H8 1.085
3 H 3.6885 -0.1139 2.4078  C1 1.089
4 H 3.1636 -1.7261 2.8914  C1 1.085
5 H 4.8698 -1.4038 2.5684  C1 1.089
6 H 3.0240 -0.9324 0.2067  C2 1.084
7 H 3.4315 -2.6074 0.5670  C2 1.092
8 H 4.7005 -1.4585 0.3693  C2 1.085
9 C -2.1080 1.7608 -0.8571  N10 1.483, H12 1.088, H13 1.090, H14 1.088
10 N -3.5567 1.4527 -0.7735  C9 1.483, C11 1.466, H15 1.009
11 C -3.9374 0.4684 -1.7918  N10 1.466, H16 1.085, H17 1.090, H18 1.101
12 H -1.5706 0.8240 -0.9874  C9 1.088
13 H -1.7362 2.2604 0.0370  C9 1.090
14 H -1.9184 2.4431 -1.6831  C9 1.088
15 H -3.6040 1.0426 0.1476  N10 1.009
16 H -5.0206 0.4889 -1.8427  C11 1.085
17 H -3.4714 0.7639 -2.7319  C11 1.090
18 H -3.5040 -0.5148 -1.5518  C11 1.101

energy relative to the best compared isomer or geometry (same formula, charge and spin): 12.2 kcal per mole
E_LUMO: 0.966 eV
SMILES string: CNC.CC
Kohn-Sham gap: 9.9 eV

=====

Formula: C7H10
Source: the Open Molecules 2025 dataset
Level of theory: wB97M-V/def2-TZVPD

Bonds (Å) are listed after each position.
Geometry (Å):
1 C 2.1095 0.4051 -0.1071  C2 1.529, H8 1.096, H9 1.096, H10 1.095
2 C 1.0121 -0.4295 0.5529  C1 1.529, C3 1.524, H11 1.098, H12 1.097
3 C -0.4039 -0.0934 0.1004  C2 1.524, C4 1.514, C5 1.514, C6 1.453
4 C -0.9330 -0.8527 -1.0976  C3 1.514, C5 1.497, H13 1.085, H14 1.087
5 C -1.4811 -1.1451 0.2639  C3 1.514, C4 1.497, H15 1.086, H16 1.086
6 C -0.8986 1.2609 0.2778  C3 1.453, C7 1.206
7 C -1.4400 2.3279 0.4286  C6 1.206, H17 1.068
8 H 2.0591 0.3436 -1.2002  C1 1.096
9 H 3.0970 0.0449 0.2030  C1 1.096
10 H 2.0339 1.4607 0.1746  C1 1.095
11 H 1.1778 -1.4881 0.3135  C2 1.098
12 H 1.0872 -0.3426 1.6437  C2 1.097
13 H -1.5588 -0.3254 -1.8100  C4 1.085
14 H -0.2523 -1.5795 -1.5340  C4 1.087
15 H -1.2135 -2.0732 0.7612  C5 1.086
16 H -2.4773 -0.7773 0.4909  C5 1.086
17 H -1.9369 3.2640 0.5607  C7 1.068

energy relative to the best compared isomer or geometry (same formula, charge and spin): 55.6 kcal per mole
E_LUMO: 1.138 eV
SMILES string: C#CC1(CC)CC1
Kohn-Sham gap: 10.4 eV

=====

Formula: C4H8N2O
Source: the Open Molecules 2025 dataset
Level of theory: wB97M-V/def2-TZVPD

Bonds (Å) are listed after each position.
Geometry (Å):
1 N 0.3700 2.1627 0.4905  C2 1.466, H8 1.015, H9 1.017
2 C 0.4544 0.6995 0.5312  N1 1.466, C3 1.545, C6 1.474, H10 1.105
3 C -0.8925 0.0065 0.2263  C2 1.545, C4 1.540, H11 1.095, H12 1.101
4 C -0.7369 -1.4441 -0.2678  C3 1.540, O5 1.412, H13 1.096, H14 1.104
5 O -0.1174 -1.4921 -1.5353  C4 1.412, H15 0.962
6 C 1.4518 0.3225 -0.4865  C2 1.474, N7 1.154
7 N 2.2315 0.0455 -1.2903  C6 1.154
8 H -0.1030 2.5299 1.3103  N1 1.015
9 H 1.3136 2.5420 0.5044  N1 1.017
10 H 0.8228 0.3155 1.4997  C2 1.105
11 H -1.4457 0.6287 -0.4851  C3 1.095
12 H -1.4883 -0.0165 1.1519  C3 1.101
13 H -1.7284 -1.9072 -0.3312  C4 1.096
14 H -0.1540 -1.9898 0.4946  C4 1.104
15 H 0.0221 -2.4031 -1.8126  O5 0.962

energy relative to the best compared isomer or geometry (same formula, charge and spin): 44.4 kcal per mole
E_LUMO: 0.768 eV
SMILES string: N#C[C@@H](N)CCO
Kohn-Sham gap: 10.8 eV